# 1
136
Properties=species:S:1:pos:R:3:forces:R:3 method="wB97M-V/def2-TZVPD" homo_ev=-4.40 fmax_ev_per_a=0.91 charge=0 relative_energy_kcal_mol=23.97
Sr 0.077005 0.218909 -0.508989 -0.24 -0.86 -0.19
I -2.025437 2.259366 -2.522792 -0.06 0.02 0.15
C -2.252788 1.085346 -4.269506 -0.03 0.01 -0.06
I -3.961033 -0.159950 -4.210106 -0.05 -0.11 0.00
H -1.373743 0.456658 -4.375697 -0.06 -0.03 -0.02
H -2.369758 1.759708 -5.107192 0.03 -0.02 -0.05
C 0.517676 -4.055237 1.945373 0.00 -0.02 -0.01
C 0.329794 -2.891483 2.920061 0.03 0.04 0.04
C -0.926679 -2.103350 2.557680 -0.06 0.05 0.00
C 1.542390 -1.982676 3.082972 -0.08 0.00 -0.13
C 2.082945 -1.874315 4.361502 -0.01 0.00 -0.01
C 3.186236 -1.078555 4.623617 -0.04 -0.02 -0.02
C 3.747370 -0.355524 3.583807 0.01 0.00 0.03
C 3.240729 -0.426628 2.289049 -0.08 -0.15 -0.07
C 3.903675 0.399757 1.195403 -0.07 -0.04 0.05
C 4.418988 1.748655 1.706000 0.04 0.06 0.00
C 5.063837 -0.320478 0.503265 0.07 -0.04 0.01
C 2.127191 -1.275205 2.003436 0.27 0.19 0.09
N 1.597573 -1.353237 0.710407 -0.03 0.02 -0.08
C 2.204346 -2.228995 -0.186808 0.04 0.08 0.11
C 1.839499 -2.294021 -1.517925 -0.03 -0.14 -0.09
N 0.868677 -1.473605 -2.061721 0.11 0.39 0.12
C 0.418895 -1.682163 -3.360842 0.07 -0.08 -0.16
C -0.473099 -2.738883 -3.657856 0.03 -0.09 0.05
C -0.982832 -2.875973 -4.941313 -0.05 -0.03 -0.01
C -0.626658 -2.001063 -5.959901 0.06 0.04 0.06
C 0.273224 -0.981519 -5.683776 -0.03 -0.10 -0.02
C 0.806766 -0.811860 -4.408264 -0.02 0.08 0.10
C 1.852090 0.265175 -4.168608 -0.01 -0.08 -0.01
C 3.154779 -0.078507 -4.895942 0.01 -0.01 -0.03
C 1.362963 1.661194 -4.549608 -0.02 0.10 -0.01
C -0.828368 -3.745657 -2.575911 0.04 0.07 -0.04
C -2.315029 -3.713695 -2.230099 -0.16 -0.01 0.01
C -0.393778 -5.161958 -2.955633 -0.01 -0.07 -0.05
C 2.647187 -3.336490 -2.185875 -0.02 0.09 -0.01
C 2.763016 -3.835648 -3.458652 0.10 0.05 0.03
C 3.703902 -4.879816 -3.707282 -0.05 0.06 -0.03
C 4.495876 -5.409143 -2.726145 0.02 -0.03 0.03
C 4.395638 -4.906920 -1.394484 0.01 -0.02 0.01
C 5.138723 -5.343454 -0.257821 -0.02 0.01 -0.05
C 4.915483 -4.749656 0.953929 0.00 0.00 0.04
C 3.969926 -3.697952 1.139347 0.02 0.06 0.00
C 3.242664 -3.254531 0.063207 0.00 -0.02 -0.01
C 3.483542 -3.893675 -1.183462 0.01 0.01 -0.01
H -0.300865 -4.772311 2.063165 0.00 0.02 0.00
H 1.455565 -4.580139 2.126505 -0.01 -0.01 0.02
H 0.530460 -3.710366 0.911176 0.00 0.01 0.00
H 0.158971 -3.326432 3.910329 0.01 -0.01 0.01
H -0.817456 -1.704355 1.550673 -0.01 0.00 0.01
H -1.107470 -1.279851 3.257092 0.01 -0.03 -0.01
H -1.806157 -2.757640 2.563504 0.06 -0.01 0.01
H 1.627302 -2.446596 5.163691 0.03 0.03 0.01
H 3.598172 -1.018947 5.623660 0.00 0.00 -0.02
H 4.605706 0.276283 3.786014 -0.03 -0.03 0.00
H 3.137704 0.568986 0.435505 -0.05 0.04 -0.05
H 5.347180 1.631013 2.271008 -0.02 -0.01 -0.02
H 3.704338 2.253472 2.356697 -0.03 0.01 0.01
H 4.648211 2.410127 0.865547 -0.01 -0.02 0.00
H 5.803777 -0.649232 1.239429 -0.02 0.02 -0.01
H 5.562697 0.360220 -0.193383 -0.02 -0.02 0.01
H 4.734745 -1.191697 -0.053727 -0.06 -0.08 -0.02
H -1.668209 -3.690756 -5.155676 0.01 0.02 0.00
H -1.028367 -2.125489 -6.958188 0.00 0.01 0.02
H 0.586422 -0.316507 -6.483011 -0.01 -0.01 0.00
H 2.059427 0.254024 -3.097132 0.03 0.02 0.02
H 2.989034 -0.187916 -5.971958 0.00 0.02 0.03
H 3.567878 -1.017338 -4.523483 -0.02 -0.01 -0.01
H 3.903432 0.704931 -4.749337 -0.02 -0.01 0.02
H 1.075599 1.721953 -5.603381 0.02 -0.03 0.01
H 2.153197 2.400045 -4.386092 -0.02 -0.02 0.01
H 0.499897 1.967816 -3.949471 0.13 -0.05 -0.06
H -0.273421 -3.448609 -1.685036 -0.06 -0.07 0.01
H -2.937961 -3.929339 -3.104252 0.03 -0.02 0.01
H -2.612364 -2.733089 -1.848190 0.04 0.04 0.00
H -2.535836 -4.467907 -1.466697 -0.02 0.05 -0.02
H -0.884150 -5.496505 -3.874813 -0.02 0.00 0.03
H -0.654781 -5.867548 -2.162219 0.00 0.02 0.00
H 0.684626 -5.212540 -3.110756 -0.10 -0.01 0.02
H 2.156049 -3.468825 -4.277974 0.04 0.00 0.01
H 3.786281 -5.264091 -4.717852 -0.01 0.00 0.01
H 5.197193 -6.203740 -2.955031 -0.01 0.01 0.01
H 5.869030 -6.138332 -0.358696 -0.01 0.01 0.01
H 5.480369 -5.084758 1.816750 -0.01 0.01 -0.01
H 3.861018 -3.267664 2.127937 -0.01 0.00 -0.02
C 2.881452 4.371710 -1.241641 0.00 -0.02 0.08
O 2.310484 4.101175 0.052808 -0.02 0.04 -0.07
C 1.656472 2.942150 0.136586 0.28 0.13 0.07
O 1.498180 2.195512 -0.814457 -0.09 0.17 0.10
N 1.244679 2.735122 1.405589 -0.09 0.19 0.25
N 0.429636 1.656574 1.759506 0.17 0.19 -0.09
H 3.364982 5.336761 -1.140574 0.01 0.02 -0.02
H 2.101379 4.400434 -1.999623 0.01 0.01 -0.01
H 3.605503 3.600800 -1.495890 0.01 0.00 -0.02
H 1.413314 3.472204 2.072167 0.09 -0.02 0.01
H -0.455289 2.019576 2.096190 -0.01 -0.13 0.09
H 0.894383 1.084955 2.464237 0.02 -0.05 -0.07
N -4.005880 6.219694 4.056445 -0.08 -0.01 0.05
C -4.100107 7.379951 4.797830 -0.05 -0.08 0.02
C -4.940892 7.768418 5.836696 0.00 0.03 0.00
C -4.734245 9.031129 6.354147 0.00 0.00 0.01
C -3.727862 9.878076 5.857945 0.01 -0.03 -0.03
C -2.899772 9.482925 4.828018 -0.03 0.04 0.04
C -3.094910 8.209836 4.292325 0.11 0.03 -0.09
N -2.415488 7.567425 3.270136 0.02 0.11 0.05
C -2.983330 6.401793 3.162443 0.01 -0.11 -0.08
C -2.566118 5.379921 2.190029 -0.10 0.17 0.19
C -1.564069 5.686337 1.278811 0.14 -0.11 -0.19
C -1.170347 4.713537 0.374643 0.08 0.30 0.06
N -1.691744 3.489831 0.333640 0.05 -0.12 -0.17
C -2.661215 3.208786 1.196328 -0.22 -0.04 0.19
C -3.130384 4.112406 2.140129 0.02 -0.19 -0.09
H -4.601535 5.415947 4.138215 0.02 0.01 -0.01
H -5.716710 7.120810 6.223304 0.00 0.00 0.00
H -5.360885 9.380756 7.164073 0.00 -0.01 -0.01
H -3.606818 10.858216 6.299507 0.01 0.00 -0.01
H -2.122858 10.127319 4.439025 -0.01 0.00 0.01
H -1.107613 6.665838 1.284763 -0.02 0.00 0.01
H -0.394425 4.933140 -0.352562 -0.02 -0.03 0.02
H -3.083653 2.209824 1.133542 0.02 0.01 -0.02
H -3.917876 3.801022 2.813752 0.00 0.01 0.00
N -2.470620 -0.386809 0.084585 0.00 0.13 0.04
C -3.517389 -0.794240 0.359147 -0.12 -0.08 0.01
N -4.714397 -1.217536 0.706772 0.04 0.11 -0.04
C -4.855041 -2.171359 1.817751 0.02 0.00 -0.08
C -5.132596 -3.553134 1.255086 -0.01 -0.03 -0.02
O -6.262436 -3.519845 0.399700 0.01 0.01 -0.02
C -6.033074 -2.688549 -0.726990 -0.01 -0.03 0.03
C -5.799746 -1.254680 -0.289102 0.08 0.05 0.08
H -5.692632 -1.842665 2.435561 -0.02 0.01 0.00
H -3.943900 -2.157183 2.412411 0.00 0.00 0.01
H -5.358910 -4.253939 2.056780 -0.02 -0.01 0.00
H -4.253072 -3.915609 0.707748 0.01 0.00 -0.02
H -6.917627 -2.755362 -1.358555 -0.01 0.00 0.01
H -5.167766 -3.051220 -1.291750 0.08 -0.03 -0.04
H -6.696747 -0.858546 0.190458 -0.02 0.00 0.00
H -5.531098 -0.612559 -1.126922 0.01 -0.02 -0.03

***

# 2
147
Properties=species:S:1:pos:R:3:forces:R:3 method="wB97M-V/def2-TZVPD" smiles="CCC[C@H](C)C1=C(P(O)Cl)C(=O)c2c(C)c(P(C)C)c(CC=O)c(P(=O)(O)O)c2C1=O.c1cc[nH]c1.c1cc[nH]c1.c1cc[nH]c1.c1cc[nH]c1.c1cc[nH]c1.c1cc[nH]c1.c1cc[nH]c1.c1cc[nH]c1.c1cc[nH]c1" homo_ev=-7.93 fmax_ev_per_a=2.48 charge=0
C 4.556790 3.320857 5.373536 -0.01 -0.22 -0.35
C 5.496258 3.661806 4.202158 -0.22 -0.83 0.11
C 4.720824 3.740096 2.871423 -0.20 0.65 0.75
C 4.068874 5.145199 2.533652 0.46 -0.26 0.29
C 4.169734 6.182649 3.663287 -0.91 0.26 -0.49
C 2.641405 4.882828 2.043868 0.97 0.43 0.35
C 2.415395 4.320214 0.860427 -1.61 -0.74 -1.73
P 3.781792 3.884582 -0.307279 1.55 0.40 0.64
O 3.825597 5.187421 -1.308715 -0.59 -0.40 0.24
Cl 3.182125 2.261141 -1.469493 -0.75 0.58 0.30
C 0.985292 4.027756 0.437176 -0.16 0.06 0.37
O 0.622703 4.106379 -0.716051 0.29 -0.10 0.52
C 0.059450 3.634142 1.582389 0.53 0.20 -0.64
C -0.963207 2.705008 1.471384 -0.37 -0.38 -0.93
C -1.164893 2.027064 0.128056 0.50 -0.04 0.61
C -1.760226 2.391705 2.581584 0.33 -0.41 -1.32
P -3.136409 1.149433 2.424819 -0.84 0.40 2.19
C -2.519953 -0.577391 2.255602 0.22 0.02 -1.51
C -4.293402 1.580452 1.059250 0.89 0.22 -0.60
C -1.510170 3.045050 3.795829 -1.25 -0.73 0.66
C -2.372224 2.724829 4.998789 -0.12 0.29 0.02
C -1.722501 1.677982 5.899092 -0.79 -0.11 0.41
O -2.383707 0.920250 6.575428 0.41 0.31 -0.48
C -0.479106 3.967276 3.908991 0.61 0.70 0.42
P -0.143550 4.787625 5.500605 -0.17 -0.10 1.38
O -0.733392 4.084794 6.640049 -0.10 -0.24 0.22
O 1.450216 4.879006 5.747536 -0.66 0.42 -0.55
O -0.720640 6.291446 5.451654 0.23 -0.67 -0.56
C 0.289336 4.238746 2.794233 1.08 0.82 0.10
C 1.424076 5.241336 2.861217 -0.16 -0.03 -0.09
O 1.327011 6.268237 3.495508 -0.02 -0.35 -0.59
H 5.088184 3.130882 6.308564 -0.01 0.25 -0.05
H 4.058454 2.378066 5.111757 0.00 0.10 0.12
H 3.759647 4.050856 5.521784 0.21 0.02 0.12
H 6.140764 4.519281 4.399957 -0.16 0.04 -0.07
H 6.165606 2.796467 4.112364 0.08 0.21 -0.04
H 3.890774 3.029869 2.959558 0.27 -0.18 -0.18
H 5.368547 3.424185 2.054335 -0.19 0.07 -0.07
H 4.636350 5.552082 1.689134 -0.15 -0.01 0.03
H 3.769311 7.124969 3.274019 0.20 -0.02 0.14
H 3.500332 5.919230 4.482766 0.41 -0.01 0.13
H 5.185258 6.358350 4.007980 -0.03 -0.19 -0.05
H 4.749709 5.458607 -1.363859 -0.01 -0.01 -0.22
H -0.174283 1.873073 -0.303311 -0.26 -0.05 -0.28
H -1.744737 2.665117 -0.540403 0.06 -0.15 -0.04
H -1.632764 1.053325 0.268731 -0.09 0.16 -0.15
H -3.373770 -1.233602 2.449535 0.09 0.14 0.25
H -2.179868 -0.841777 1.241939 0.12 0.03 0.18
H -1.703756 -0.826423 2.934843 -0.18 0.24 0.16
H -4.943905 2.405895 1.354472 0.10 -0.17 0.30
H -3.777895 1.910449 0.150719 -0.27 -0.29 -0.09
H -4.922658 0.709940 0.853594 0.10 0.06 -0.01
H -2.513067 3.643264 5.574799 0.09 -0.37 0.18
H -3.375728 2.402112 4.725537 0.24 -0.30 -0.18
H -0.615620 1.641341 5.924890 -0.18 0.01 -0.07
H 1.581105 5.668076 6.295928 0.35 -0.06 -0.03
H -1.097104 6.450992 4.575497 0.17 0.44 0.05
C -6.781530 -2.154034 -1.859938 -0.03 -0.04 0.00
C -6.691273 -0.975100 -2.647710 0.03 0.01 -0.01
C -5.484081 -0.390720 -2.374292 0.06 0.09 0.02
N -4.842627 -1.168483 -1.448847 -0.05 -0.04 -0.04
C -5.625827 -2.247552 -1.133970 0.06 0.01 0.08
H -7.601044 -2.852557 -1.831598 0.01 0.00 -0.01
H -7.429463 -0.600634 -3.336584 -0.01 0.01 0.03
H -5.027952 0.507497 -2.755202 -0.02 0.00 -0.01
H -3.937569 -0.977761 -1.060496 0.00 -0.01 -0.01
H -5.293334 -2.984171 -0.422276 -0.03 0.00 -0.01
C 6.377889 0.178881 -5.361714 0.05 0.04 0.07
C 4.995874 -0.083847 -5.546988 -0.09 -0.08 -0.01
C 4.332371 0.458808 -4.476461 -0.10 -0.10 0.02
N 5.255914 1.031407 -3.651135 0.21 0.07 0.03
C 6.504950 0.872097 -4.185358 -0.04 -0.04 0.03
H 7.184876 -0.106607 -6.015567 -0.01 0.00 0.00
H 4.538818 -0.609125 -6.370325 -0.01 0.06 -0.03
H 3.283118 0.484962 -4.230306 0.00 0.03 -0.01
H 5.043904 1.497191 -2.783848 0.06 -0.08 -0.17
H 7.374295 1.261195 -3.683121 0.01 -0.02 -0.02
C 1.018105 -3.544259 1.396761 0.03 0.03 -0.18
C 0.832284 -4.542626 2.388818 -0.02 0.01 0.05
C 0.931655 -3.926472 3.609376 -0.07 0.04 0.12
N 1.177528 -2.596913 3.391066 -0.03 0.01 -0.06
C 1.229050 -2.355614 2.043546 -0.01 0.01 0.12
H 1.003371 -3.684479 0.327642 -0.01 0.01 0.01
H 0.645615 -5.591114 2.225822 -0.01 0.01 0.00
H 0.851101 -4.316780 4.610632 -0.06 0.00 -0.01
H 1.302659 -1.906896 4.109159 0.01 -0.02 0.02
H 1.411720 -1.363360 1.665886 0.01 -0.03 -0.03
C 1.891733 0.755141 -8.560229 -0.14 -0.15 -0.04
C 1.051859 -0.361967 -8.841911 0.03 -0.01 0.10
C 0.629190 -0.872013 -7.640544 0.04 -0.02 -0.11
N 1.182922 -0.104635 -6.650110 -0.11 -0.19 0.11
C 1.941561 0.881788 -7.199747 0.26 0.35 0.04
H 2.396222 1.385658 -9.272949 -0.02 0.00 0.01
H 0.791691 -0.746552 -9.813980 -0.01 0.00 0.01
H -0.010215 -1.706275 -7.406251 0.00 0.01 -0.02
H 1.058137 -0.242066 -5.664742 -0.14 -0.04 -0.03
H 2.454365 1.588347 -6.569185 0.06 0.01 -0.07
C -0.387973 -3.855466 -2.688381 0.04 -0.18 0.03
C -0.763192 -2.488897 -2.663748 -0.24 0.05 0.15
C 0.230549 -1.777939 -3.267618 0.37 0.13 -0.18
N 1.205006 -2.661857 -3.657009 -0.18 -0.14 0.03
C 0.828942 -3.937598 -3.310563 0.03 0.28 0.01
H -0.953026 -4.682341 -2.291488 0.02 -0.02 -0.03
H -1.666125 -2.075457 -2.245343 -0.02 -0.02 -0.04
H 0.334925 -0.721060 -3.451945 -0.02 0.01 0.07
H 2.058063 -2.408474 -4.121314 0.01 0.12 0.07
H 1.455478 -4.783231 -3.531489 -0.05 -0.02 -0.01
C 5.643653 -5.814950 -5.659368 0.00 0.00 -0.02
C 5.059485 -6.496244 -4.557504 -0.01 -0.03 0.02
C 3.992991 -5.750697 -4.135470 -0.03 0.05 0.03
N 3.912348 -4.642124 -4.936844 0.14 -0.19 -0.03
C 4.912610 -4.678066 -5.870704 -0.01 0.10 -0.01
H 6.501917 -6.125964 -6.231122 -0.01 0.00 0.00
H 5.385644 -7.427694 -4.125782 -0.01 0.01 0.00
H 3.288878 -5.912259 -3.337596 0.07 -0.04 0.04
H 3.228161 -3.918225 -4.854741 -0.02 -0.01 -0.09
H 5.016697 -3.893033 -6.600283 0.02 -0.01 0.01
C -6.899054 -0.878499 4.214226 0.07 0.02 -0.08
C -7.362263 -1.026266 5.546688 -0.04 0.00 0.07
C -6.362677 -0.581283 6.372299 0.03 -0.01 0.07
N -5.316669 -0.175659 5.593107 0.10 0.09 0.06
C -5.633190 -0.347763 4.277823 -0.12 -0.20 -0.37
H -7.432217 -1.130654 3.311572 0.01 0.01 0.01
H -8.317240 -1.412926 5.863012 0.02 0.01 0.00
H -6.306319 -0.519188 7.445994 -0.01 -0.01 -0.01
H -4.445987 0.194764 5.943016 0.05 0.02 -0.01
H -4.938911 -0.081572 3.486934 -0.36 -0.05 0.49
C -11.159816 -1.445799 -6.905669 0.00 0.01 -0.04
C -11.515439 -1.502247 -5.531395 -0.02 0.00 0.04
C -10.444454 -1.042643 -4.813395 0.10 0.01 0.03
N -9.453882 -0.713995 -5.700094 -0.13 -0.01 -0.01
C -9.884883 -0.953154 -6.976758 0.09 0.01 -0.01
H -11.771056 -1.733199 -7.744892 0.01 0.01 0.01
H -12.450846 -1.841230 -5.118310 0.01 0.01 0.00
H -10.300646 -0.922066 -3.752822 -0.02 -0.02 -0.01
H -8.551302 -0.353770 -5.452581 0.00 -0.01 -0.02
H -9.248315 -0.753556 -7.821866 -0.02 -0.02 -0.01
C 5.924185 -5.737625 4.580819 -0.01 -0.04 0.04
C 6.254136 -4.516354 3.935924 0.02 0.05 -0.01
C 5.078910 -3.944047 3.523507 -0.04 0.00 -0.01
N 4.054976 -4.771801 3.889960 0.04 0.04 0.06
C 4.560086 -5.864092 4.538072 -0.04 0.01 -0.04
H 6.608624 -6.441150 5.025170 -0.01 0.01 0.00
H 7.239839 -4.105706 3.791692 -0.01 -0.01 0.00
H 4.883958 -3.022518 3.001155 0.02 -0.02 -0.02
H 3.076974 -4.601381 3.709486 0.11 -0.05 -0.09
H 3.908168 -6.635943 4.911147 0.03 -0.01 -0.01